Density functional theory data (the ωB97M-V functional and the def2-TZVPD basis) for a 2-piece molecular cluster, ClH8N3Si2 overall in a non-equilibrium geometry.

total charge	0
structure (SMILES)	[H]/N=[Si](/N)N[SiH3].Cl
Kohn-Sham gap	0.3483	Ha
energy relative to the best compared isomer or geometry (same formula, charge and spin)	232.5	kJ/mol

Each line ends with the Mulliken charge.
CARTESIAN COORDINATES (ANGSTROEM)
H: 0.52395 2.74816 0.81692  0.179
N: 1.21047 2.03585 0.65766  -0.641
Si: 0.65470 0.59460 0.15785  0.459
N: 1.56642 -0.69454 -0.35779  -0.348
N: -1.05692 0.37760 -0.07775  -0.204
Si: -1.98573 -1.05485 -0.34012  0.205
H: 2.56678 -0.80571 -0.28900  0.244
H: 1.02713 -1.46834 -0.48973  0.190
H: -1.53530 1.14504 -0.68306  0.278
H: -1.15090 -2.14608 0.18263  -0.136
H: -2.49723 -1.54249 -1.76376  -0.067
H: -3.33627 -0.67883 0.31445  -0.074
Cl: 4.02037 2.09870 1.03581  -0.454
H: 2.69894 2.20902 0.83954  0.368